(1)
The following is a quantum chemistry calculation of a 2-piece molecular cluster, C4H4ClF overall at a distorted geometry, from OMol25.

XYZ file:
```
10
C4H4ClF, DFT ωB97M-V with the def2-TZVPD basis set
Cl 3.9606 -0.5150 0.3113
F -2.3470 1.0783 -0.2628
C -1.4659 -1.6702 -0.8597
C -0.7643 -1.0195 -0.1390
C -1.1375 1.1929 0.2948
C -0.2649 0.1790 0.3543
H 3.9871 0.6737 0.5020
H -0.8781 2.3225 0.5025
H 0.7954 0.2930 0.6932
H -1.8853 -2.5347 -1.3966
```

For the electronic energy, the calculation gives -714.6198 Ha. As for the expectation value of S²: 2.017. For the gap between HOMO and LUMO (alpha / beta), the calculation gives 6.387 / 8.366 eV. The value obtained for the HOMO energy (alpha / beta) is -5.58 / -10.66 eV. The LUMO energy (alpha / beta) comes out at 0.81 / -2.29 eV. The calculation puts the energy above the lowest of the compared OMol25 structures with the same formula, charge and spin at 141.1 kJ/mol. Its multiplicity is 3.

Results of the Mulliken charge analysis, in e, for atoms 1 through 4:
1 Cl -0.23
2 F -0.19
3 C -0.36
4 C 0.02

=====

(2)
The following is a quantum chemistry calculation of a 2-piece molecular cluster, C4H4ClF overall at a distorted geometry, from OMol25.

XYZ file:
```
10
C4H4ClF, DFT ωB97M-V with the def2-TZVPD basis set
Cl -2.0507 -3.2965 2.3774
F -1.1907 -0.0832 -1.6388
C -0.5421 -0.9349 1.6124
C 0.5402 1.5684 -1.3443
C -1.3617 -1.8765 1.3519
C -0.2354 0.5900 -1.0289
H 0.4605 2.0179 -2.2855
H 0.3004 -0.9523 2.2189
H -2.1402 -1.8524 0.7162
H 1.4486 1.8917 -0.7421
```

For the electronic energy, the calculation gives -714.6003 Ha. As for the expectation value of S²: 2.026. For the gap between HOMO and LUMO (alpha / beta), the calculation gives 10.045 / 8.094 eV. The value obtained for the HOMO energy (alpha / beta) is -9.07 / -10.24 eV. The LUMO energy (alpha / beta) comes out at 0.97 / -2.14 eV. The calculation puts the energy above the lowest of the compared OMol25 structures with the same formula, charge and spin at 192.5 kJ/mol. Its multiplicity is 3.

Results of the Mulliken charge analysis, in e, for atoms 1 through 4:
1 Cl -0.20
2 F -0.18
3 C -0.36
4 C -0.52

=====

(3)
The following is a quantum chemistry calculation of one molecule with the formula C4H4ClF3 at a distorted geometry, from OMol25.

XYZ file:
```
12
C4H4ClF3, DFT ωB97M-V with the def2-TZVPD basis set
Cl -0.8964 1.3309 -0.8894
F -2.3634 -0.6817 0.1034
F 2.3036 -0.5830 2.0194
F -3.3016 1.2335 0.1117
C 1.4261 0.0148 -0.0035
C 0.3572 0.0246 -1.0898
C 1.4462 -0.8248 0.9823
C -2.3032 0.5425 0.5927
H -0.0983 -0.8637 -1.3073
H 0.7466 0.4310 -2.0285
H 1.8223 0.9889 0.1424
H 0.8608 -1.6130 1.3664
```

For the electronic energy, the calculation gives -914.4477 Ha. For the gap between HOMO and LUMO, the calculation gives 9.758 eV. The value obtained for the HOMO energy is -9.08 eV. The LUMO energy comes out at 0.68 eV. The calculation puts the energy above the lowest of the compared OMol25 structures with the same formula, charge and spin at 371.7 kJ/mol.

Results of the Mulliken charge analysis, in e, for atoms 1 through 4:
1 Cl -0.07
2 F -0.12
3 F -0.26
4 F -0.13

=====

(4)
The following is a quantum chemistry calculation of one molecule with the formula C4H4ClIN2 at a distorted geometry, from OMol25.

XYZ file:
```
12
C4H4ClIN2, DFT ωB97M-V with the def2-TZVPD basis set
I 3.0666 0.4300 -0.2715
Cl -2.6512 -0.9715 -0.3464
N 1.1856 -0.3450 0.0438
N 1.1167 -1.6604 0.0450
C -0.0687 0.2476 -0.0221
C -0.1437 -1.9695 -0.1382
C -0.2318 1.7008 0.1495
C -0.9525 -0.8473 -0.1694
H 0.3063 2.4365 -0.4945
H -1.3354 2.0562 0.0863
H 0.1427 2.0051 1.1607
H -0.4345 -3.0825 -0.0431
```

For the electronic energy, the calculation gives -1022.1606 Ha. For the gap between HOMO and LUMO, the calculation gives 8.083 eV. The value obtained for the HOMO energy is -8.99 eV. The LUMO energy comes out at -0.91 eV. Its structure (SMILES) is Cc1c(Cl)cnn1I. The calculation puts the energy above the lowest of the compared OMol25 structures with the same formula, charge and spin at 22.3 kJ/mol.

Results of the Mulliken charge analysis, in e, for atoms 1 through 4:
1 I 0.24
2 Cl -0.21
3 N 0.15
4 N -0.68

=====

(5)
The following is a quantum chemistry calculation of a 2-piece molecular cluster, C4H4ClN3 overall at a distorted geometry, from OMol25.

XYZ file:
```
12
C4H4ClN3, DFT ωB97M-V with the def2-TZVPD basis set
Cl -0.6828 0.8728 -2.0930
N 0.3424 0.5854 -0.6810
N -0.3613 3.4044 0.6505
N 0.3507 -2.2041 1.6377
C -0.3512 2.2800 0.6699
C 0.5231 -1.3998 -0.7222
C 0.4729 -1.8411 0.5775
C -0.3903 0.7679 0.6131
H 1.5164 -1.2362 -1.2194
H 0.2323 0.2730 1.4600
H -0.1391 -1.7747 -1.4997
H -1.5131 0.2725 0.6068
```

For the electronic energy, the calculation gives -779.1174 Ha. For the gap between HOMO and LUMO, the calculation gives 9.318 eV. The value obtained for the HOMO energy is -10.42 eV. The LUMO energy comes out at -1.10 eV. The calculation puts the energy above the lowest of the compared OMol25 structures with the same formula, charge and spin at 506.7 kJ/mol.

Results of the Mulliken charge analysis, in e, for atoms 1 through 4:
1 Cl -0.08
2 N -0.34
3 N -0.33
4 N -0.35

=====

(6)
The following is a quantum chemistry calculation of one molecule with the formula C4H4ClN5 at a distorted geometry, from OMol25.

XYZ file:
```
14
C4H4ClN5, DFT ωB97M-V with the def2-TZVPD basis set
Cl 2.5169 0.0238 -1.6236
N -2.5401 0.9069 -1.7676
N -0.4236 0.0359 0.9553
N -2.4501 0.6440 -0.3624
N -1.3812 0.8530 -2.2793
N 0.7875 -0.2829 0.4509
C -0.5363 0.4762 -1.3541
C -1.1947 0.4191 -0.0993
C 1.0589 -0.0796 -0.8213
C 1.7042 -0.7638 1.4236
H -3.2122 0.4089 0.3272
H 1.3053 -0.3662 2.3196
H 1.5544 -1.8704 1.5104
H 2.8111 -0.4048 1.3206
```

For the electronic energy, the calculation gives -888.6412 Ha. For the gap between HOMO and LUMO, the calculation gives 8.757 eV. The value obtained for the HOMO energy is -8.39 eV. The LUMO energy comes out at 0.37 eV. Its structure (SMILES) is Cn1nc2[nH]nnc2c1Cl. The calculation puts the energy above the lowest of the compared OMol25 structures with the same formula, charge and spin at 0.0 kJ/mol.

Results of the Mulliken charge analysis, in e, for atoms 1 through 4:
1 Cl -0.15
2 N -0.65
3 N -0.97
4 N 0.08

=====

(7)
The following is a quantum chemistry calculation of one molecule with the formula C4H4ClNO2 at a distorted geometry, from OMol25.

XYZ file:
```
12
C4H4ClNO2, DFT ωB97M-V with the def2-TZVPD basis set
Cl 0.7949 -1.7813 -1.7356
O 2.4580 0.4622 0.1073
O -2.1581 -0.7955 -0.8250
N -1.0124 0.6278 0.6854
C 0.2787 1.0179 0.9671
C 1.1186 0.3386 0.1477
C 0.2872 -0.5183 -0.6424
C -0.9804 -0.3547 -0.2648
H -2.2478 -1.7285 -0.5716
H 0.5603 1.6997 1.7911
H -1.8838 0.9916 1.0030
H 2.7848 0.0404 -0.6623
```

For the electronic energy, the calculation gives -820.2283 Ha. For the gap between HOMO and LUMO, the calculation gives 8.808 eV. The value obtained for the HOMO energy is -8.19 eV. The LUMO energy comes out at 0.62 eV. Its structure (SMILES) is Oc1c[nH]c(O)c1Cl. The calculation puts the energy above the lowest of the compared OMol25 structures with the same formula, charge and spin at 52.3 kJ/mol.

Results of the Mulliken charge analysis, in e, for atoms 1 through 4:
1 Cl -0.24
2 O -0.55
3 O -0.52
4 N 0.04

=====

(8)
The following is a quantum chemistry calculation of C4H4ClNO2S2 as an isolated structure at a distorted geometry, from OMol25.

XYZ file:
```
14
C4H4ClNO2S2, DFT ωB97M-V with the def2-TZVPD basis set
Cl 3.0901 -1.7256 -0.8059
S 4.9962 0.7256 0.1502
S 0.8429 -3.6507 -0.2841
O 4.2910 1.1393 1.3733
O 4.6935 1.5171 -1.0203
N -0.5324 -3.1661 0.3864
C 0.5912 -1.1774 0.1362
C -0.5752 -1.8550 0.5577
C 0.8227 0.3670 0.1341
C 1.4695 -2.1062 -0.3921
H 1.4243 0.6303 0.9811
H 1.5208 0.5756 -0.6739
H -0.1435 0.9316 0.4076
H -1.4458 -1.3806 0.7530
```

For the electronic energy, the calculation gives -1616.4603 Ha. As for the expectation value of S²: 2.014. For the gap between HOMO and LUMO (alpha / beta), the calculation gives 9.182 / 4.837 eV. The value obtained for the HOMO energy (alpha / beta) is -8.66 / -9.51 eV. The LUMO energy (alpha / beta) comes out at 0.52 / -4.68 eV. Its multiplicity is 3.

Results of the Mulliken charge analysis, in e, for atoms 1 through 4:
1 Cl -0.19
2 S 0.60
3 S 0.06
4 O -0.31

=====

(9)
The following is a quantum chemistry calculation of an isolated ion of composition C4H4ClNO4S and charge -2 at a distorted geometry, from OMol25.

XYZ file:
```
15
C4H4ClNO4S, DFT ωB97M-V with the def2-TZVPD basis set
Cl -2.2347 -0.9684 0.9604
S -0.7199 0.4138 -1.1901
O 2.0798 -0.4250 -1.0683
O 1.9093 -1.6093 -2.9842
O -2.1061 0.3855 -1.5918
O -0.1415 1.7817 -0.9573
N 0.0486 -0.7044 -2.0659
C 0.2824 -0.3937 1.5215
C -0.8511 0.0389 0.6361
C -0.3243 0.9727 1.6644
C 1.4466 -0.9022 -2.0469
H 0.1378 -1.2025 2.3712
H 1.1660 -0.3334 0.9419
H -0.8113 1.1668 2.5411
H 0.1185 1.7796 1.2677
```

For the electronic energy, the calculation gives -1368.8485 Ha. The net charge is -2. For the gap between HOMO and LUMO, the calculation gives 5.547 eV. The value obtained for the HOMO energy is 0.03 eV. The LUMO energy comes out at 5.58 eV. Its structure (SMILES) is O=C([O-])N=[S@@](=O)([O-])C1(Cl)CC1.

Results of the Mulliken charge analysis, in e, for atoms 1 through 4:
1 Cl -0.30
2 S 1.10
3 O -0.74
4 O -0.82

=====

(10)
The following is a quantum chemistry calculation of one molecule with the formula C4H4ClNOS at a distorted geometry, from OMol25.

XYZ file:
```
12
C4H4ClNOS, DFT ωB97M-V with the def2-TZVPD basis set
Cl -1.0235 1.2672 -2.8503
S 1.0495 -0.3571 -1.1132
O 3.0852 -0.1039 0.4770
N -0.4967 -0.6201 -0.9005
C -1.4608 0.2306 -1.4178
C -0.1909 -0.4509 1.7992
C 1.8872 -0.0978 0.3832
C 0.9280 0.0155 1.5947
H -1.8818 0.9272 -0.6624
H -2.1632 -0.4918 -1.7448
H -1.1908 -0.7570 1.9613
H 1.4578 0.4380 2.4736
```

For the electronic energy, the calculation gives -1142.9843 Ha. As for the expectation value of S²: 2.019. For the gap between HOMO and LUMO (alpha / beta), the calculation gives 7.988 / 7.494 eV. The value obtained for the HOMO energy (alpha / beta) is -7.82 / -9.78 eV. The LUMO energy (alpha / beta) comes out at 0.17 / -2.28 eV. The calculation puts the energy above the lowest of the compared OMol25 structures with the same formula, charge and spin at 84.0 kJ/mol. Its multiplicity is 3.

Results of the Mulliken charge analysis, in e, for atoms 1 through 4:
1 Cl -0.21
2 S 0.04
3 O -0.48
4 N -0.22

=====

(11)
The following is a quantum chemistry calculation of one molecule with the formula C4H4ClNS2 at a distorted geometry, from OMol25.

XYZ file:
```
12
C4H4ClNS2, DFT ωB97M-V with the def2-TZVPD basis set
Cl -1.2603 1.7986 0.0242
S 0.8788 -0.1477 1.7131
S -1.7305 -1.5540 -0.1892
N 3.2010 -0.0445 -1.0797
C 2.1065 -0.0645 -0.6962
C -0.2806 0.6840 -0.8667
C -0.3483 -0.7720 -0.8933
C 0.7633 -0.0523 -0.1482
H -2.2167 -0.4604 0.4692
H 1.4738 -1.4312 1.6656
H 0.0946 1.1297 -1.8138
H -0.1517 -1.0475 -1.9291
```

For the electronic energy, the calculation gives -1466.0737 Ha. For the gap between HOMO and LUMO, the calculation gives 9.863 eV. The value obtained for the HOMO energy is -9.64 eV. The LUMO energy comes out at 0.22 eV. Its structure (SMILES) is N#C[C@@]1(S)[C@H](Cl)[C@@H]1S. The calculation puts the energy above the lowest of the compared OMol25 structures with the same formula, charge and spin at 115.0 kJ/mol.

Results of the Mulliken charge analysis, in e, for atoms 1 through 4:
1 Cl -0.14
2 S -0.12
3 S -0.17
4 N -0.43

=====

(12)
The following is a quantum chemistry calculation of C4H4ClO4 as an isolated structure at a distorted geometry, from OMol25.

XYZ file:
```
13
C4H4ClO4, DFT ωB97M-V with the def2-TZVPD basis set
Cl 2.2131 2.0902 0.1165
O -0.4717 -1.5092 1.6512
O -1.7357 -1.0121 -1.3659
O -0.6647 2.0157 0.1007
O -2.6982 1.1214 0.1939
C 1.2185 -1.1562 -0.1563
C -1.4999 1.0025 -0.0519
C -1.1656 -0.4808 -0.4512
C -0.1499 -1.0958 0.5442
H 1.7896 -1.7875 0.4166
H 1.1850 -1.2838 -1.1664
H 1.5293 -0.0549 0.0506
H 0.4503 2.1504 0.1180
```

For the electronic energy, the calculation gives -916.0474 Ha. The net charge is -1. For the gap between HOMO and LUMO, the calculation gives 9.379 eV. The value obtained for the HOMO energy is -5.72 eV. The LUMO energy comes out at 3.66 eV. The calculation puts the energy above the lowest of the compared OMol25 structures with the same formula, charge and spin at 0.0 kJ/mol.

Results of the Mulliken charge analysis, in e, for atoms 1 through 4:
1 Cl -0.77
2 O -0.58
3 O -0.54
4 O -0.49